(1)
{
  "formula": "C10H12N",
  "method": "wB97M-V/def2-TZVPD",
  "elements": ["C", "C", "C", "C", "C", "N", "C", "C", "C", "C", "C", "H", "H", "H", "H", "H", "H", "H", "H", "H", "H", "H", "H"],
  "xyz": [[0.9157, 2.4700, -0.1325], [1.3828, 1.3169, 0.2659], [0.7573, -0.0123, 0.5237], [1.6556, -1.0551, -0.4392], [2.5555, -1.8412, 0.0293], [-0.5968, -0.0779, 0.3125], [-1.4152, -0.5957, 1.1860], [-2.7303, -0.8769, 0.9320], [-3.2580, -0.6189, -0.3519], [-2.4283, 0.0797, -1.1832], [-1.0802, 0.2770, -0.8814], [1.6282, 3.2470, -0.3782], [-0.1552, 2.7544, -0.5196], [2.4418, 1.2499, 0.5035], [1.0671, -0.2525, 1.5140], [1.6517, -0.7427, -1.5407], [3.4506, -2.2705, -0.4488], [2.5444, -1.9544, 1.1535], [-1.0885, -0.6230, 2.1631], [-3.2301, -1.3443, 1.7114], [-4.2845, -0.6965, -0.7954], [-2.7524, 0.4746, -2.2131], [-0.3301, 0.6305, -1.5376]],
  "mulliken_charge": [-0.83, -0.42, -0.14, -0.14, -0.51, 0.27, 0.17, -0.71, -0.18, -0.64, -0.06, 0.32, 0.25, 0.36, 0.41, 0.19, 0.29, 0.20, 0.39, 0.45, 0.37, 0.31, 0.65],
  "orbital_gap_ev": 9.253,
  "smiles": "C=CC(C=C)[n+]1ccccc1",
  "charge": 1,
  "spin_multiplicity": 1
}


(2)
{
  "formula": "C10H12N",
  "method": "wB97M-V/def2-TZVPD",
  "elements": ["C", "C", "C", "C", "C", "C", "C", "C", "C", "C", "N", "H", "H", "H", "H", "H", "H", "H", "H", "H", "H", "H", "H"],
  "xyz": [[-0.1661, -2.3457, 1.3986], [0.5886, -2.2521, 0.2994], [-1.0563, -1.3743, 1.8584], [0.5241, -0.9992, -0.3187], [-0.2201, -0.0147, 0.2689], [-1.0522, -0.0570, 1.3582], [1.3029, -0.5842, -1.5700], [0.2149, 1.7406, -2.0538], [0.5873, 1.6725, -0.6675], [-1.8145, 1.1511, 1.7968], [1.3387, 0.9074, -1.6423], [0.0194, -3.2247, 2.0072], [1.4145, -2.9747, -0.0367], [-1.5588, -1.6890, 2.8213], [2.4295, -0.9345, -1.4731], [0.7392, -1.0850, -2.3903], [-0.8308, 1.3687, -2.3511], [0.4998, 2.5944, -2.7348], [0.9876, 2.2015, 0.1032], [-2.0468, 1.0953, 2.8775], [-1.3236, 2.0396, 1.2823], [-2.7696, 1.3575, 1.2157], [2.1922, 1.4065, -2.0491]],
  "mulliken_charge": [-0.47, -0.72, -0.47, 0.65, 0.51, 0.17, -0.62, -0.53, -0.30, -1.23, 0.03, 0.37, 0.34, 0.31, 0.39, 0.26, 0.22, 0.28, 0.49, 0.35, 0.28, 0.29, 0.40],
  "orbital_gap_ev": 9.694,
  "charge": 1,
  "spin_multiplicity": 1
}


So which one is most stable? That would be (1), about 1.578 eV below the next structure.


(1)
{
  "formula": "C9H10S",
  "method": "wB97M-V/def2-TZVPD",
  "elements": ["C", "C", "C", "C", "C", "C", "C", "C", "C", "S", "H", "H", "H", "H", "H", "H", "H", "H", "H", "H"],
  "xyz": [[2.2556, 1.1138, 0.0049], [2.8937, -0.1043, -0.0538], [0.8890, 1.4401, 0.0564], [2.3219, -1.3066, -0.1164], [-0.0697, 0.5089, 0.0188], [0.9803, -1.5028, -0.1318], [-1.3676, -0.2776, 0.1180], [-2.1636, 0.2240, 1.3129], [-2.0917, -0.2648, -1.2543], [-0.5814, -2.0237, 0.1637], [2.9591, 1.9263, -0.0465], [3.9943, 0.0735, 0.1153], [0.5645, 2.4437, 0.1430], [2.9071, -2.1464, -0.2788], [-2.9324, -0.5785, 1.5138], [-2.7643, 1.1034, 1.2398], [-1.4037, 0.2016, 2.2392], [-2.5778, -1.2328, -1.5511], [-1.2095, -0.2497, -2.0096], [-2.6036, 0.6521, -1.4833]],
  "mulliken_charge": [-0.26, -0.07, -0.68, -0.19, -0.66, -0.17, 1.48, -1.34, -1.26, -0.25, 0.27, 0.23, 0.39, 0.40, 0.37, 0.38, 0.30, 0.31, 0.35, 0.39],
  "orbital_gap_ev": [7.328, 7.216],
  "spin_multiplicity": 1
}


(2)
{
  "formula": "C9H10S",
  "method": "wB97M-V/def2-TZVPD",
  "elements": ["C", "C", "C", "C", "C", "C", "C", "C", "C", "S", "H", "H", "H", "H", "H", "H", "H", "H", "H", "H"],
  "xyz": [[-0.5411, 1.6017, -2.3553], [-1.8320, 1.9483, -2.6168], [-0.3940, 0.7881, -1.1757], [-1.5490, 0.5451, -0.5363], [-0.2678, -0.7607, 1.0737], [0.8274, -0.5024, 0.4643], [0.9882, 0.3009, -0.6859], [-0.9440, -1.3680, 2.2033], [2.0177, -0.9929, 1.3313], [-2.8785, 1.2771, -1.3826], [0.3208, 1.8254, -2.8583], [-2.3975, 2.4157, -3.3644], [1.3717, -0.3767, -1.4797], [1.6373, 1.1860, -0.3766], [-0.1922, -1.5202, 3.0136], [-1.3235, -2.3405, 1.9126], [-1.7346, -0.7763, 2.5309], [2.2377, -0.2162, 1.9733], [2.7735, -1.0959, 0.6070], [1.8798, -1.9384, 1.7215]],
  "mulliken_charge": [-1.19, -0.23, 0.12, -0.23, 0.79, 0.21, 0.13, -1.26, -1.99, -0.15, 0.45, 0.44, 0.26, 0.27, 0.39, 0.28, 0.34, 0.38, 0.44, 0.57],
  "orbital_gap_ev": 8.386,
  "spin_multiplicity": 1
}


So which one is most stable? That would be (2), about 1.487 eV below the next structure.